1.
The following is a quantum chemistry calculation of a 11-piece molecular cluster, C32H56Br10O18 overall in a non-equilibrium geometry, from the OMol25 dataset.

The frontier orbital gap (alpha / beta) is 1.54 / 7.22 eV. For the LUMO energy (alpha / beta), the calculation gives 0.05016 / 0.05001 hartree.

The geometry in ORCA input format:
```
! RIJCOSX wB97M-V def2-TZVPD def2/J DEFGRID3
* xyz -1 2
C 3.3226 5.1913 3.4935
C 1.8381 5.2654 3.5713
C 1.2091 6.6789 3.3003
O 0.1839 6.4035 2.3924
C 0.2133 5.1832 1.9341
O -0.5318 4.7204 1.0357
O 1.1821 4.4518 2.6657
H 3.7872 4.3043 3.9243
H 3.7548 6.1771 3.6651
H 3.4136 5.0350 2.4186
H 1.6322 4.9847 4.6042
H 1.8397 7.4268 2.8196
H 0.7341 6.8978 4.2567
C -5.4698 -1.8695 -7.2931
C -4.3546 -0.9709 -6.6813
C -4.6534 -0.3120 -5.3629
O -3.5029 -0.5355 -4.6095
C -2.7108 -1.4565 -5.2220
O -1.5761 -1.8377 -4.7989
O -3.2621 -1.8158 -6.3726
H -5.5591 -2.7850 -6.7083
H -5.3758 -2.1631 -8.3386
H -6.4674 -1.4305 -7.2819
H -4.0722 -0.3360 -7.5211
H -5.4649 -0.8250 -4.8468
H -4.8441 0.7599 -5.4162
C -3.7864 2.4595 0.2077
C -2.9870 2.2360 1.5523
C -3.3113 3.3032 2.5953
O -3.5925 2.5251 3.6552
C -3.6972 1.2099 3.2730
O -3.9640 0.3423 4.0517
O -3.3972 1.0769 2.0572
H -3.4821 3.3408 -0.3570
H -4.8201 2.5772 0.5328
H -3.8498 1.6338 -0.5010
H -1.9421 2.1767 1.2478
H -4.0857 3.9716 2.2188
H -2.5484 4.0535 2.8030
C -1.6069 -4.9230 -3.6451
C -2.8436 -4.8292 -2.7002
C -3.5337 -6.0871 -2.2828
O -3.9496 -5.7541 -1.0073
C -3.1415 -4.7340 -0.4882
O -3.2585 -4.1914 0.5998
O -2.3289 -4.3168 -1.4596
H -0.8094 -4.2301 -3.3770
H -1.9228 -4.9175 -4.6883
H -1.2642 -5.9563 -3.6997
H -3.6541 -4.2293 -3.1141
H -2.7778 -6.8677 -2.1974
H -4.4313 -6.3693 -2.8331
Br -2.3829 2.6757 -4.3609
C -0.6398 2.2544 -3.4609
C -0.3439 3.1309 -2.2713
Br 1.4693 2.8416 -1.6069
H 0.2371 2.2761 -4.1080
H -0.6688 1.2684 -2.9972
H -1.0748 2.9661 -1.4796
H -0.3408 4.2050 -2.4571
Br 3.2816 -4.2763 2.7460
C 2.8471 -2.3379 2.8182
C 3.8243 -1.6270 3.8124
Br 3.8910 0.3965 3.5892
H 1.9006 -2.2212 3.3460
H 2.7880 -1.9575 1.7984
H 4.8698 -1.8926 3.6557
H 3.5219 -1.8982 4.8239
Br 0.2107 -6.6093 -1.3427
C 0.4491 -5.1272 0.0855
C -0.2193 -5.5814 1.3884
Br -0.5631 -3.9150 2.3780
H -0.0542 -4.2868 -0.3926
H 1.5175 -4.9115 0.0970
H 0.4285 -6.3241 1.8540
H -1.1754 -6.0587 1.1735
Br 4.0558 -3.6661 -2.7937
C 2.1500 -3.0927 -2.5204
C 1.6784 -1.7089 -3.0276
Br 1.9904 -1.5970 -4.9987
H 1.9191 -2.9883 -1.4603
H 1.5360 -3.9179 -2.8812
H 2.3931 -0.9903 -2.6263
H 0.6831 -1.3040 -2.8444
Br 1.2497 2.0564 5.5391
C 0.3216 0.3871 4.9997
C -0.7563 -0.0526 6.0597
Br -1.9334 -1.4608 5.2994
H 1.0353 -0.4294 4.8898
H -0.0808 0.5435 3.9988
H -1.4276 0.7495 6.3665
H -0.2936 -0.2760 7.0210
C 7.9798 4.4453 2.6792
O 7.0716 4.0608 1.7042
C 6.8385 2.8383 1.3522
O 7.1856 1.7779 1.9674
O 6.0365 2.8397 0.3051
C 4.9475 1.8797 0.1347
H 8.8495 3.7895 2.7199
H 7.5384 4.5448 3.6709
H 8.4268 5.3953 2.3861
H 5.3916 0.9241 -0.1442
H 4.1723 2.0867 -0.6030
H 4.3152 1.8971 1.0224
C 1.4877 0.8235 1.5394
O 0.2767 0.7371 0.7379
C -0.0227 -0.3181 -0.0734
O 0.6402 -1.3923 -0.1526
O -1.1723 -0.0217 -0.6783
C -1.8555 -1.0197 -1.3696
H 2.3232 0.8117 0.8394
H 1.5861 0.1719 2.4076
H 1.5900 1.8592 1.8634
H -2.2371 -0.7360 -2.3504
H -2.6869 -1.3508 -0.7473
H -1.2567 -1.9302 -1.3940
*
```

2.
The following is a quantum chemistry calculation of a 8-piece molecular cluster, C32H57B2F2NO35S8Si overall in a non-equilibrium geometry, from the OMol25 dataset.

The frontier orbital gap is 8.36 eV. For the LUMO energy, the calculation gives 0.00702 hartree. Its SMILES is C=CC[C@@H]1OS(=O)(=O)[C@H](C(F)(F)CC[Si](C)(C)c2ccccc2)[C@](N)(B(O)O)[C@H]1B(O)O.O=S1(=O)OCCO1.O=S1(=O)OCCO1.O=S1(=O)OCCO1.O=S1(=O)OCCO1.O=S1(=O)OCCO1.O=S1(=O)OCCO1.O=S1(=O)OCCO1.

The geometry in ORCA input format:
```
! RIJCOSX wB97M-V def2-TZVPD def2/J DEFGRID3
* xyz 0 1
C 1.0578 -3.8122 1.8796
C 2.3539 -3.8012 2.3463
C 3.5819 -3.2031 1.5546
C 3.8507 -1.6904 2.0417
O 2.5127 -1.1547 2.3166
S 2.6547 0.4274 2.8028
O 3.6307 0.3891 3.9105
O 1.4331 0.9645 3.3881
C 3.2958 1.3133 1.3394
C 2.3183 1.4965 0.1427
F 2.2937 0.4063 -0.7622
F 2.5769 2.6597 -0.6228
C 0.7831 1.6707 0.5352
C -0.1290 1.6381 -0.7964
Si -1.1644 0.0150 -0.8611
C -0.1111 -1.5509 -1.1041
C -2.2692 0.1573 -2.4378
C -2.3046 -0.1833 0.6638
C -3.7763 -0.0724 0.4817
C -4.6778 -0.2157 1.6465
C -4.1438 -0.4306 2.9924
C -2.6987 -0.5527 3.2170
C -1.8068 -0.4437 2.0354
C 4.7041 0.6181 0.9855
N 5.7616 0.9488 1.9992
B 5.3776 1.2019 -0.4075
O 6.4238 2.1723 -0.3255
O 4.9691 0.8282 -1.6971
C 4.5683 -0.9739 0.8163
B 6.0178 -1.6770 0.5148
O 7.0107 -1.8857 1.4991
O 6.2929 -2.0875 -0.8268
H 0.2462 -3.3972 2.5423
H 0.7808 -4.1775 0.8541
H 2.5273 -4.2157 3.3815
H 3.4386 -3.2648 0.4375
H 4.4750 -3.8073 1.8945
H 4.4815 -1.7869 2.9607
H 3.5743 2.3502 1.7015
H 0.6046 2.5866 1.1532
H 0.4988 0.7274 1.0907
H 0.4846 1.8057 -1.7177
H -0.8668 2.4888 -0.6622
H -0.7883 -2.4447 -1.0221
H 0.3809 -1.5404 -2.1244
H 0.7000 -1.5765 -0.3198
H -1.7089 0.6174 -3.2991
H -3.2177 0.7263 -2.2494
H -2.5522 -0.8852 -2.7846
H -4.2650 0.0899 -0.5036
H -5.7817 -0.1579 1.4925
H -4.8017 -0.5231 3.8964
H -2.2645 -0.7165 4.2317
H -0.7146 -0.5733 2.2534
H 5.4957 1.7959 2.5124
H 5.8319 0.2099 2.7019
H 7.2350 1.6221 -0.3419
H 4.5482 -0.0497 -1.7080
H 3.9437 -1.2469 -0.0890
H 6.6970 -2.6607 2.0097
H 5.6603 -2.8070 -1.0327
O 8.5852 2.8185 -3.3110
S 7.5460 1.9229 -3.7014
O 6.5327 1.4703 -2.8009
O 8.2308 0.6361 -4.4089
C 7.7333 0.4953 -5.7407
C 7.3767 1.9023 -6.1816
O 6.8258 2.5265 -5.0221
H 6.8483 -0.1455 -5.7089
H 8.4863 0.0401 -6.3826
H 6.6591 1.9118 -7.0006
H 8.2696 2.4614 -6.4744
O 6.2204 -4.7992 0.6990
S 5.8874 -5.8485 1.6051
O 4.9600 -5.6815 2.6693
O 7.2594 -6.4445 2.2084
C 7.3480 -7.8415 1.9150
C 6.5689 -8.0250 0.6268
O 5.4502 -7.1420 0.7468
H 6.8875 -8.3927 2.7386
H 8.3890 -8.1446 1.8147
H 6.2355 -9.0512 0.4844
H 7.1566 -7.7107 -0.2397
O -6.1611 1.8908 6.8406
S -5.8371 2.2654 5.5011
O -6.3306 1.5699 4.3651
O -4.2318 2.3723 5.3837
C -3.8635 3.6892 4.9702
C -4.9655 4.5909 5.4931
O -6.1678 3.8371 5.3218
H -3.8229 3.7045 3.8781
H -2.8869 3.9553 5.3717
H -5.0228 5.5344 4.9534
H -4.8405 4.7904 6.5609
O -6.0667 -0.8357 -0.8021
S -6.8861 -1.9732 -1.0592
O -6.3795 -3.3001 -1.0505
O -7.6684 -1.7239 -2.4531
C -9.0795 -1.7853 -2.2301
C -9.2728 -1.3424 -0.7939
O -8.1681 -1.9081 -0.0807
H -9.4025 -2.8198 -2.3729
H -9.6058 -1.1418 -2.9337
H -10.2165 -1.6874 -0.3760
H -9.2123 -0.2570 -0.7042
O -4.9028 -3.7048 6.2399
S -6.0298 -2.9692 5.7780
O -6.4343 -2.9576 4.4158
O -5.8801 -1.4425 6.2891
C -7.0093 -1.0902 7.0879
C -7.4822 -2.3902 7.7093
O -7.3087 -3.3711 6.6847
H -7.7728 -0.6667 6.4306
H -6.7292 -0.3527 7.8371
H -8.5221 -2.3455 8.0280
H -6.8542 -2.6738 8.5585
O -10.9241 1.0187 -1.6644
S -11.5531 1.8959 -2.5951
O -12.8998 2.3231 -2.4560
O -11.3515 1.2822 -4.0765
C -10.6675 2.2296 -4.9012
C -9.8125 3.0413 -3.9465
O -10.6187 3.1999 -2.7764
H -11.4157 2.8559 -5.3934
H -10.0716 1.7180 -5.6556
H -9.5356 4.0105 -4.3570
H -8.9084 2.4954 -3.6631
O 6.9379 7.4348 -9.4431
S 7.9802 6.5774 -8.9939
O 8.9396 6.0081 -9.8752
O 7.3156 5.3933 -8.1161
C 7.8728 5.4000 -6.7995
C 8.2647 6.8416 -6.5399
O 8.7677 7.3161 -7.7914
H 8.7490 4.7462 -6.7970
H 7.1455 5.0330 -6.0763
H 9.0197 6.9337 -5.7614
H 7.3937 7.4465 -6.2741
*
```

no.,energy (eV)
1,-771369.03879
2,-208600.57926